# 1
The following is a quantum chemistry calculation of C26H59B2NNbO12 as an isolated structure, from OMol25.

```
101
Properties=species:S:1:pos:R:3:forces:R:3
C -0.116 0.342 -3.486 0.102 0.304 0.139
C 1.004 -0.540 -2.922 0.129 0.055 0.234
O 1.394 -1.541 -3.839 0.286 -0.144 -0.377
B 0.449 -2.486 -4.215 -1.061 0.911 0.500
O 0.192 -2.562 -5.575 0.030 0.663 -0.188
Nb -0.609 -4.100 -2.815 0.750 -3.265 -1.720
O 0.988 -5.222 -2.357 -0.748 1.335 0.818
C 1.802 -4.972 -1.229 0.476 -0.104 -0.271
C 1.152 -5.296 0.108 0.020 0.092 0.242
C 0.611 -6.699 0.212 0.088 -0.200 0.050
O 2.159 -5.156 1.130 0.025 0.201 0.078
O -1.141 -5.253 -4.418 0.770 0.078 0.330
N -0.336 -6.316 -4.736 -0.373 -0.239 -0.078
O 0.437 -6.095 -5.599 -0.053 0.149 -0.054
B -2.448 -2.620 -2.942 0.229 0.264 0.668
C -3.132 -2.088 -1.617 0.086 -0.119 0.115
O -3.021 -2.170 -4.165 0.341 0.109 -0.272
H -1.061 0.179 -2.972 -0.089 -0.165 -0.095
H 0.120 1.402 -3.353 -0.003 0.022 -0.010
H -0.222 0.171 -4.557 -0.005 -0.044 0.016
H 1.893 0.069 -2.735 0.055 -0.036 -0.063
H 0.706 -0.983 -1.966 -0.092 -0.095 -0.064
H -0.764 -2.494 -5.722 0.212 -0.776 0.071
H -1.796 -5.086 -1.766 -0.533 1.038 0.083
H -0.170 -3.078 -1.375 -0.023 0.136 0.092
H 2.738 -5.546 -1.275 -0.083 -0.117 -0.142
H 2.063 -3.908 -1.237 0.168 -0.031 0.183
H 0.362 -4.566 0.310 -0.143 -0.087 -0.206
H 0.131 -6.843 1.179 -0.060 0.000 0.011
H -0.117 -6.913 -0.568 0.020 0.122 -0.053
H 1.431 -7.418 0.142 0.042 0.004 -0.084
H 2.400 -4.220 1.177 -0.005 -0.129 -0.074
H -4.194 -2.368 -1.615 -0.024 0.096 -0.058
H -3.043 -1.004 -1.500 -0.106 0.039 -0.114
H -2.657 -2.555 -0.754 -0.084 0.058 0.082
H -2.699 -1.281 -4.367 -0.279 -0.124 0.104
C 4.394 0.170 -0.635 -0.057 0.014 0.126
C 4.604 0.512 0.841 0.020 -0.035 -0.021
C 3.541 -0.357 1.507 -0.039 0.083 -0.040
O 3.399 -1.516 0.689 0.006 -0.046 0.026
C 4.062 -1.315 -0.563 -0.011 -0.002 -0.049
H 5.257 0.377 -1.267 0.019 -0.002 0.015
H 3.539 0.726 -1.028 -0.015 -0.034 -0.006
H 5.603 0.204 1.160 0.003 -0.012 0.007
H 4.480 1.571 1.071 -0.045 0.002 -0.021
H 2.581 0.169 1.554 0.013 0.020 0.003
H 3.813 -0.670 2.517 0.000 -0.010 -0.002
H 4.967 -1.931 -0.582 0.013 0.019 -0.040
H 3.403 -1.631 -1.369 -0.058 -0.096 -0.020
C -0.839 -3.849 4.130 -0.085 0.011 -0.036
C -2.300 -3.889 4.580 0.036 -0.040 -0.021
C -2.975 -4.508 3.358 0.023 0.094 0.006
O -2.016 -5.378 2.772 -0.021 -0.094 -0.011
C -0.727 -5.146 3.336 0.025 0.058 0.094
H -0.124 -3.795 4.950 -0.012 -0.011 0.016
H -0.673 -2.992 3.474 0.008 -0.003 -0.015
H -2.409 -4.545 5.448 -0.004 -0.012 0.000
H -2.710 -2.912 4.837 0.010 0.013 -0.017
H -3.253 -3.739 2.629 -0.007 0.010 0.016
H -3.868 -5.084 3.608 0.002 -0.004 -0.004
H -0.471 -5.989 3.990 0.037 0.025 0.014
H 0.013 -5.091 2.540 0.006 -0.017 0.004
C -0.803 2.409 0.695 -0.109 0.054 -0.053
C -2.290 2.363 1.044 0.001 -0.071 0.022
C -2.893 1.795 -0.239 0.079 0.084 0.051
O -1.896 0.951 -0.806 0.039 0.153 -0.011
C -0.647 1.148 -0.142 -0.002 -0.135 0.122
H -0.140 2.419 1.558 -0.009 0.010 0.015
H -0.578 3.288 0.089 -0.011 0.033 0.033
H -2.456 1.670 1.873 -0.015 -0.015 -0.006
H -2.707 3.333 1.315 0.033 0.030 -0.040
H -3.129 2.593 -0.953 -0.021 0.028 0.040
H -3.797 1.209 -0.067 0.014 -0.033 -0.021
H -0.442 0.271 0.482 0.033 0.010 -0.001
H 0.144 1.229 -0.886 0.012 -0.010 -0.052
C -3.966 7.459 2.858 0.046 0.002 -0.033
C -3.601 8.194 1.567 -0.017 -0.050 0.013
C -2.468 7.324 1.032 -0.022 0.057 0.034
O -2.751 5.995 1.462 0.052 -0.079 -0.023
C -3.790 6.004 2.438 -0.048 0.054 0.004
H -4.971 7.674 3.217 -0.010 0.007 -0.019
H -3.258 7.715 3.649 0.010 -0.008 0.006
H -4.447 8.183 0.876 -0.001 -0.008 -0.012
H -3.299 9.229 1.719 0.006 -0.001 0.022
H -1.502 7.636 1.445 -0.005 0.017 -0.004
H -2.395 7.333 -0.056 -0.002 -0.010 -0.002
H -4.708 5.609 1.987 -0.009 0.005 0.014
H -3.503 5.349 3.262 0.011 -0.003 -0.004
C 3.375 5.154 -1.069 -0.037 0.005 0.050
C 3.717 5.455 0.392 -0.011 -0.043 -0.033
C 2.599 4.718 1.123 0.019 0.078 -0.043
O 2.271 3.593 0.313 -0.018 -0.154 0.033
C 2.875 3.717 -0.974 0.059 0.052 -0.024
H 4.218 5.259 -1.750 0.018 -0.003 0.015
H 2.574 5.813 -1.411 -0.013 -0.003 -0.003
H 4.687 5.025 0.647 0.002 -0.015 0.006
H 3.742 6.518 0.627 -0.011 0.007 -0.015
H 1.711 5.352 1.231 0.010 0.008 0.010
H 2.891 4.365 2.113 0.003 -0.007 -0.001
H 3.703 3.004 -1.051 0.005 0.031 -0.013
H 2.134 3.464 -1.734 -0.010 -0.006 0.011
```
Positions in Å, forces in eV/Å.

Computed properties:
* total charge: -1
* highest occupied orbital energy: -4.0 eV
* calculated total energy: -56878.282 eV
* E_LUMO: 1.842 eV
* 2S+1: 1

---

# 2
The following is a quantum chemistry calculation of a 3-piece molecular cluster, C3H12NO4 overall, from OMol25.

```
20
Properties=species:S:1:pos:R:3:forces:R:3
O 0.297 -2.011 -1.879 -0.165 0.136 0.239
C -0.015 -0.889 -1.558 0.652 0.698 -1.746
C 0.064 -0.496 -0.094 1.263 2.608 -0.525
C 1.003 0.802 0.017 -2.710 0.203 1.183
O 0.467 1.692 -0.887 -1.667 2.695 0.308
N 0.772 -1.546 0.646 -0.750 -0.575 0.555
H -0.173 -0.059 -2.382 -0.172 -1.413 1.818
H -0.936 -0.224 0.301 0.770 -0.454 0.004
H 2.020 0.661 -0.258 0.974 -0.794 -0.255
H 0.977 1.119 1.118 -0.010 -0.124 -1.322
H -0.202 2.423 -0.473 1.939 -2.664 -0.450
H 1.011 -2.252 -0.084 0.304 0.029 0.383
H 1.578 -1.149 1.184 -0.775 -0.778 -0.659
H 0.050 -1.941 1.280 0.505 -0.147 0.246
H -1.952 -1.325 2.743 -1.031 1.724 2.814
H -2.332 -2.401 1.790 0.642 0.404 0.075
O -1.624 -1.762 2.017 0.301 -2.294 -2.787
H 0.051 4.046 -0.021 -0.906 -0.055 1.300
H -1.281 3.956 0.872 0.037 0.323 -0.223
O -0.456 3.515 0.651 0.801 0.477 -0.959
```
Positions in Å, forces in eV/Å.

Computed properties:
* total charge: +1
* highest occupied orbital energy: -13.8 eV
* calculated total energy: -12978.199 eV
* E_LUMO: -3.058 eV
* 2S+1: 1

---

# 3
The following is a quantum chemistry calculation of a 2-piece molecular cluster, C5H12NS overall, from OMol25.

```
19
Properties=species:S:1:pos:R:3:forces:R:3
C -0.319 -0.370 1.175 0.336 -3.007 -1.681
C -1.722 -0.377 1.299 1.304 -2.717 0.564
C 0.861 0.255 -0.734 0.097 -0.893 -1.115
C -0.247 0.722 -1.649 0.853 0.874 -1.384
C 1.867 1.281 -0.288 0.069 -3.976 2.126
N -2.444 -1.534 1.452 0.503 3.595 -0.589
S 1.608 -1.363 -1.110 -1.061 0.436 -0.048
H 0.061 -1.407 1.125 -0.208 0.299 -0.015
H 0.366 0.109 1.797 0.467 1.839 0.875
H -2.172 0.569 1.291 -1.525 0.940 -0.079
H 0.207 1.133 -2.670 -0.546 -1.062 2.067
H -0.723 1.601 -1.218 -0.180 -0.066 0.112
H -0.983 -0.033 -1.910 0.062 -0.094 0.063
H 2.584 1.398 -1.081 0.341 0.412 -0.223
H 2.330 0.703 0.612 -0.137 1.718 -1.431
H 1.335 2.115 0.027 -0.386 1.915 0.444
H -2.047 -2.375 1.833 0.236 -0.157 -0.271
H -3.445 -1.395 1.471 0.022 -0.487 0.147
H 2.882 -1.032 -1.422 -0.246 0.432 0.437
```
Positions in Å, forces in eV/Å.

Computed properties:
* total charge: +1
* highest occupied orbital energy: -13.0 eV
* calculated total energy: -17695.389 eV
* E_LUMO: -5.472 eV
* 2S+1: 1

---

# 4
The following is a quantum chemistry calculation of C6H9N as an isolated structure, from OMol25.

```
16
Properties=species:S:1:pos:R:3:forces:R:3
C -1.424 -0.521 -0.729 -0.470 -0.112 0.055
C -0.849 0.188 0.482 0.218 -0.199 -0.823
C -0.711 1.706 0.541 0.057 0.063 -0.244
C 0.597 1.615 0.266 0.245 0.239 0.219
C 0.637 0.123 0.415 0.518 0.070 -0.005
C 1.482 -0.861 -0.338 0.048 0.037 0.045
N -0.112 -0.313 1.636 -0.148 -0.211 0.169
H -1.546 -1.595 -0.564 -0.155 0.116 0.036
H -2.369 -0.079 -1.031 -0.237 -0.253 0.068
H -0.736 -0.408 -1.589 -0.327 0.052 0.343
H -1.362 2.511 0.873 0.043 -0.254 -0.340
H 1.361 2.319 -0.032 0.154 0.186 0.439
H 1.084 -1.884 -0.304 0.006 0.250 0.044
H 1.602 -0.587 -1.393 -0.049 0.040 0.177
H 2.475 -0.878 0.120 0.038 -0.096 -0.140
H -0.128 -1.335 1.648 0.059 0.073 -0.044
```
Positions in Å, forces in eV/Å.

Computed properties:
* highest occupied orbital energy: -8.1 eV
* calculated total energy: -7854.250 eV
* E_LUMO: 1.032 eV
* 2S+1: 1